(1)
{
  "formula": "C36H35AsN2PS6SbV",
  "method": "the ωB97M-V functional and the def2-TZVPD basis",
  "elements": ["V", "S", "As", "S", "S", "S", "S", "C", "C", "C", "C", "C", "N", "H", "H", "H", "H", "S", "Sb", "C", "C", "C", "C", "C", "C", "C", "C", "C", "C", "C", "C", "C", "C", "C", "C", "C", "C", "H", "H", "H", "H", "H", "H", "H", "H", "H", "H", "H", "H", "H", "H", "H", "C", "C", "C", "N", "C", "C", "H", "H", "H", "H", "H", "C", "P", "C", "C", "C", "C", "C", "C", "C", "H", "H", "H", "H", "H", "H", "H", "H", "H", "H", "H"],
  "xyz": [[0.826, -0.543, 0.703], [-0.307, 3.559, 4.385], [0.711, 1.786, 4.058], [-0.258, 0.455, 2.621], [2.739, 2.465, 3.056], [1.478, 0.664, 5.634], [3.259, -1.684, 0.819], [2.583, -2.423, -0.595], [3.216, -3.470, -1.274], [2.733, -3.965, -2.447], [1.561, -3.396, -3.003], [1.020, -2.307, -2.315], [1.453, -1.916, -1.102], [4.069, -3.950, -0.827], [3.297, -4.757, -2.916], [1.101, -3.626, -3.993], [0.122, -1.742, -2.694], [-2.991, -2.426, -1.807], [-2.089, -0.395, -1.103], [-3.902, 0.726, -0.705], [-4.018, 1.989, -0.084], [-5.241, 2.574, 0.133], [-6.406, 1.886, -0.225], [-6.267, 0.748, -0.946], [-5.079, 0.128, -1.216], [-1.970, 0.464, -3.148], [-2.565, -0.202, -4.261], [-2.613, 0.398, -5.500], [-1.946, 1.606, -5.693], [-1.202, 2.235, -4.656], [-1.267, 1.677, -3.389], [1.035, 3.346, -1.187], [0.971, 3.668, 0.975], [2.281, 3.763, 1.822], [3.315, 4.033, 0.741], [3.236, 3.825, -1.425], [2.031, 3.241, -2.102], [-3.115, 2.446, 0.446], [-5.294, 3.478, 0.685], [-7.292, 2.344, 0.077], [-7.153, 0.246, -1.271], [-4.952, -0.793, -1.717], [-3.166, -1.062, -4.018], [-3.309, -0.023, -6.237], [-2.153, 1.998, -6.690], [-0.788, 3.170, -4.862], [-1.000, 2.312, -2.547], [0.127, 3.912, 1.642], [2.205, 4.664, 2.369], [4.350, 4.324, 1.106], [4.115, 4.072, -2.139], [2.097, 2.374, -2.796], [2.691, 4.902, -0.388], [1.260, 4.515, -0.265], [0.666, 2.482, 0.000], [1.623, 1.342, 0.021], [2.857, 1.552, -0.202], [3.574, 2.859, -0.292], [2.807, 5.977, -0.587], [0.507, 5.281, -0.300], [-0.305, 2.119, 0.162], [3.393, 0.554, -0.106], [4.562, 2.534, -0.384], [-1.834, -2.793, 2.622], [-0.248, -2.802, 1.678], [-0.392, -4.239, 0.575], [0.729, -3.453, 3.090], [1.221, -2.575, 3.993], [1.803, -3.059, 5.160], [2.069, -4.456, 5.379], [1.684, -5.308, 4.356], [1.042, -4.831, 3.227], [-1.925, -1.813, 3.082], [-1.973, -3.667, 3.326], [-2.635, -2.927, 1.930], [-0.755, -5.070, 1.141], [0.508, -4.503, 0.008], [-1.092, -4.062, -0.261], [1.117, -1.487, 3.839], [2.036, -2.299, 5.844], [2.712, -4.872, 6.192], [1.984, -6.337, 4.397], [0.730, -5.464, 2.382]],
  "mulliken_spin": [2.889, 0.007, 0.013, -0.007, 0.003, 0.007, -0.019, 0.027, -0.007, 0.008, -0.005, 0.012, -0.042, -0.001, 0.001, 0.000, 0.006, -0.001, 0.068, 0.009, -0.001, 0.000, 0.000, 0.000, -0.004, -0.005, 0.000, 0.000, 0.000, 0.000, 0.002, 0.004, -0.001, 0.007, 0.002, 0.003, 0.000, 0.001, 0.000, 0.000, 0.000, -0.001, 0.000, 0.000, 0.000, 0.000, 0.000, -0.004, 0.001, -0.002, 0.001, 0.000, -0.001, -0.001, 0.055, -0.007, 0.050, 0.005, 0.000, 0.000, -0.044, -0.029, -0.003, -0.001, 0.010, 0.000, -0.003, 0.040, 0.004, -0.001, 0.001, -0.003, 0.002, 0.000, 0.000, -0.001, 0.002, 0.001, -0.052, 0.000, 0.000, 0.000, 0.000],
  "total_charge": -2,
  "spin_multiplicity": 4,
  "gap_ev": [6.292, 6.526]
}

(2)
{
  "formula": "C36H36AsI2N4O3STl",
  "method": "the ωB97M-V functional and the def2-TZVPD basis",
  "elements": ["Tl", "C", "C", "O", "C", "C", "C", "N", "N", "C", "O", "C", "C", "C", "C", "C", "C", "H", "H", "H", "H", "H", "H", "H", "H", "H", "H", "H", "H", "I", "C", "C", "C", "I", "C", "C", "C", "C", "N", "C", "C", "O", "H", "H", "H", "H", "C", "As", "C", "C", "H", "H", "H", "H", "H", "H", "H", "H", "H", "N", "S", "C", "C", "C", "C", "C", "C", "C", "C", "C", "C", "C", "C", "H", "H", "H", "H", "H", "H", "H", "H", "H", "H", "H"],
  "xyz": [[-1.740, -0.554, 0.208], [-3.451, -1.389, 4.690], [-2.411, -0.944, 3.664], [-2.856, -0.658, 2.524], [-1.082, -0.892, 4.074], [0.070, -0.539, 3.299], [1.394, -0.604, 4.038], [0.029, -0.171, 2.047], [1.290, 0.154, 1.533], [1.290, 0.467, 0.263], [0.324, 0.530, -0.563], [2.675, 0.781, -0.267], [2.867, 0.896, -1.641], [4.117, 1.207, -2.162], [5.197, 1.409, -1.315], [5.015, 1.290, 0.060], [3.768, 0.978, 0.577], [-3.888, -2.332, 4.356], [-4.256, -0.651, 4.719], [-3.038, -1.519, 5.691], [-0.885, -1.182, 5.099], [1.242, -0.940, 5.063], [1.882, 0.372, 4.037], [2.079, -1.284, 3.528], [2.012, 0.751, -2.289], [4.245, 1.295, -3.235], [6.172, 1.656, -1.719], [5.853, 1.446, 0.732], [3.606, 0.882, 1.643], [-4.455, -5.369, -2.258], [-2.550, -5.368, -1.399], [-1.776, -6.521, -1.461], [-0.507, -6.549, -0.939], [0.580, -8.338, -1.080], [0.046, -5.389, -0.333], [1.351, -5.308, 0.198], [1.798, -4.136, 0.739], [0.941, -3.024, 0.764], [-0.281, -3.069, 0.285], [-0.745, -4.213, -0.260], [-2.123, -4.150, -0.801], [-2.799, -3.110, -0.747], [-2.185, -7.405, -1.933], [1.991, -6.181, 0.165], [2.799, -4.052, 1.145], [1.268, -2.084, 1.185], [-1.667, -0.962, -5.598], [-1.413, -0.939, -3.636], [0.352, -0.086, -3.655], [-0.757, -2.783, -3.504], [-0.745, -1.254, -6.107], [-1.970, 0.028, -5.941], [-2.455, -1.674, -5.848], [1.042, -0.643, -4.293], [0.723, -0.059, -2.628], [0.251, 0.941, -4.005], [-0.073, -3.009, -4.325], [-1.593, -3.482, -3.511], [-0.231, -2.897, -2.556], [-0.896, 2.809, -2.190], [-1.227, 4.022, -1.274], [0.265, 4.695, -0.494], [1.461, 4.017, -0.627], [2.612, 4.544, -0.053], [2.557, 5.748, 0.635], [1.351, 6.431, 0.752], [0.201, 5.905, 0.184], [-2.034, 3.536, 0.261], [-3.366, 3.889, 0.412], [-4.061, 3.469, 1.540], [-3.422, 2.699, 2.499], [-2.087, 2.345, 2.343], [-1.388, 2.764, 1.221], [-0.450, 2.045, -1.672], [1.482, 3.079, -1.167], [3.545, 4.000, -0.136], [3.454, 6.155, 1.085], [1.308, 7.372, 1.287], [-0.748, 6.424, 0.277], [-3.860, 4.469, -0.359], [-5.108, 3.725, 1.655], [-3.971, 2.336, 3.359], [-1.600, 1.699, 3.061], [-0.359, 2.452, 1.084]],
  "mulliken_charge": [1.256, -1.412, 1.031, -0.693, -1.245, 0.691, -1.501, 1.170, -0.983, 0.416, -1.455, 0.396, 0.373, -0.918, -0.437, -0.713, -0.541, 0.268, 0.273, 0.342, -0.005, 0.429, 0.230, 0.263, 0.062, 0.410, 0.358, 0.379, 0.418, -0.032, -0.407, -0.428, -0.240, -0.067, 1.292, -0.703, -1.442, 0.001, 0.508, -0.623, 0.675, -0.705, 0.303, 0.115, 0.462, 0.304, -1.243, 0.412, -0.553, -0.801, 0.327, 0.352, 0.372, 0.550, -0.611, 0.472, 0.472, 0.250, 0.009, -0.610, -0.161, 0.044, 0.161, -0.360, -0.628, -0.493, -0.337, 0.609, -0.535, -0.667, -0.369, -0.429, 0.128, 0.332, 0.523, 0.315, 0.377, 0.355, 0.339, 0.352, 0.352, 0.363, 0.365, 0.094],
  "total_charge": -2,
  "gap_ev": 5.117
}

(3)
{
  "formula": "C36H36BrLaN9O2SbSe5",
  "method": "the ωB97M-V functional and the def2-TZVPD basis",
  "elements": ["La", "O", "C", "C", "C", "C", "C", "C", "C", "O", "N", "N", "C", "C", "Br", "C", "C", "C", "C", "C", "C", "C", "H", "H", "H", "H", "H", "H", "H", "H", "H", "H", "H", "H", "H", "H", "Se", "Sb", "Se", "Se", "Se", "Se", "N", "C", "C", "C", "C", "C", "C", "N", "H", "H", "H", "H", "C", "C", "C", "C", "C", "C", "C", "C", "N", "H", "H", "H", "H", "H", "H", "C", "N", "C", "N", "C", "N", "C", "N", "C", "C", "H", "H", "H", "H", "H", "H", "H", "H", "H", "H", "H", "H"],
  "xyz": [[12.881, 12.434, 15.290], [11.424, 9.332, 11.856], [12.558, 9.286, 11.101], [12.588, 8.478, 9.954], [13.816, 8.315, 9.335], [14.915, 9.066, 9.720], [14.857, 9.857, 10.846], [13.692, 9.962, 11.560], [13.628, 10.676, 12.917], [12.452, 11.301, 13.186], [13.730, 9.541, 13.864], [13.295, 9.683, 15.124], [13.335, 8.706, 15.919], [13.029, 8.774, 17.363], [11.911, 10.138, 17.986], [13.443, 7.773, 18.160], [13.451, 7.676, 19.613], [13.154, 6.470, 20.214], [13.112, 6.306, 21.601], [13.517, 7.379, 22.413], [13.907, 8.575, 21.800], [13.840, 8.742, 20.434], [11.597, 10.072, 12.468], [11.669, 7.983, 9.643], [13.901, 7.718, 8.435], [15.894, 8.911, 9.248], [15.763, 10.386, 11.174], [14.565, 11.300, 12.996], [14.121, 8.637, 13.597], [13.763, 7.737, 15.601], [13.908, 6.920, 17.604], [12.861, 5.642, 19.590], [12.817, 5.372, 22.020], [13.459, 7.343, 23.478], [14.274, 9.388, 22.427], [14.150, 9.708, 20.047], [15.501, 15.425, 18.282], [14.338, 13.466, 18.972], [15.224, 11.826, 17.169], [12.035, 13.664, 17.993], [14.195, 12.473, 21.092], [12.776, 14.681, 12.430], [14.012, 14.126, 13.626], [15.125, 13.805, 12.824], [16.363, 13.410, 13.282], [17.331, 12.952, 12.414], [17.105, 12.940, 11.012], [15.852, 13.320, 10.546], [14.885, 13.787, 11.425], [13.624, 14.134, 10.962], [16.509, 13.465, 14.366], [18.307, 12.625, 12.762], [17.863, 12.690, 10.309], [15.585, 13.403, 9.517], [13.165, 16.671, 12.523], [12.726, 17.167, 13.818], [11.420, 17.633, 13.950], [10.833, 17.818, 15.186], [11.576, 17.644, 16.362], [12.900, 17.335, 16.243], [13.440, 17.013, 15.009], [10.978, 17.913, 17.684], [10.534, 18.281, 18.690], [14.217, 16.720, 12.395], [12.747, 17.202, 11.699], [10.811, 17.708, 13.042], [9.797, 17.973, 15.322], [13.473, 17.190, 17.152], [14.445, 16.651, 15.006], [9.274, 12.599, 16.353], [10.022, 12.103, 15.176], [9.652, 12.888, 13.983], [8.147, 12.867, 13.762], [7.513, 13.381, 14.977], [7.810, 12.592, 16.158], [7.429, 11.217, 15.865], [8.125, 10.644, 14.726], [9.547, 10.695, 14.989], [7.771, 11.482, 13.560], [9.618, 13.632, 16.533], [9.592, 12.003, 17.170], [10.148, 12.467, 13.131], [9.961, 13.925, 14.160], [6.428, 13.454, 14.768], [7.851, 14.415, 15.151], [6.328, 11.098, 15.656], [7.720, 10.557, 16.697], [10.067, 10.228, 14.180], [9.794, 10.180, 15.907], [6.680, 11.421, 13.394], [8.190, 11.023, 12.667]],
  "mulliken_charge": [1.508, -0.782, 0.357, -0.717, -0.524, -0.872, -0.196, -0.080, 0.759, -0.100, 0.229, 0.106, -0.997, 1.138, -0.007, -1.110, 0.430, -0.466, -0.655, -0.423, -0.510, -0.083, 0.094, 0.401, 0.352, 0.333, 0.339, -0.241, 0.419, 0.140, 0.219, 0.368, 0.388, 0.386, 0.337, 0.339, -0.645, 0.820, -0.761, -0.830, -0.666, 0.492, -0.691, -0.101, -0.300, -0.634, -0.740, -0.524, 1.011, -1.014, 0.505, 0.355, 0.433, 0.481, -1.503, 0.685, -0.506, -0.695, 0.724, -0.570, -0.138, -0.169, -0.576, 0.454, 0.662, 0.307, 0.490, 0.311, 0.368, -1.144, 1.238, -0.750, 0.101, -0.696, 0.145, -0.672, 0.073, -0.504, -0.698, 0.337, 0.193, 0.066, 0.342, 0.319, 0.329, 0.325, 0.382, -0.323, 0.350, 0.349, 0.324],
  "total_charge": -2,
  "gap_ev": 5.646
}

Number 1: calculated total energy -7652.8607 hartree. Number 2: calculated total energy -5240.0268 hartree. Number 3: calculated total energy -16889.8934 hartree.